49
Properties=species:S:1:pos:R:3 method="wB97M-V/def2-TZVPD" charge=+1 multiplicity=5 relative_energy_kcal_mol=29.94 homo_energy_ha="-0.3780 / -0.4273" s2=6.027 homo_lumo_gap_ev="7.7 / 6.2"
C -0.432 0.779 -3.434
C 0.173 2.139 -3.383
C 0.379 -0.415 -3.802
C -1.898 0.792 -3.748
H 0.370 -0.754 -4.856
H 0.009 -1.260 -3.202
H 1.411 -0.262 -3.484
H -0.290 2.906 -4.043
H 1.264 2.093 -3.571
H -0.001 2.485 -2.322
H -2.243 1.465 -4.555
H -2.381 1.157 -2.823
H -2.269 -0.225 -3.965
C 1.571 -0.256 0.403
C 2.328 -0.846 -0.688
C 2.668 0.173 -1.626
H 2.551 -1.910 -0.753
C 2.113 1.413 -1.183
C 1.420 1.191 0.088
H 1.144 1.962 0.802
H 1.377 -0.700 1.414
H 3.383 0.089 -2.460
H 2.321 2.400 -1.615
C -1.887 -0.852 -0.005
C -0.693 -1.639 0.311
C -0.418 -2.495 -0.843
H -0.263 -1.749 1.338
C -1.367 -2.225 -1.845
C -2.204 -1.124 -1.405
H -3.110 -0.760 -1.906
H -2.527 -0.301 0.676
H 0.431 -3.179 -0.886
H -1.586 -2.823 -2.743
Pt -0.225 0.211 -1.069
N 0.275 1.307 7.295
C -0.767 0.711 6.627
O -1.764 0.328 7.223
C -0.653 0.651 5.152
C 0.404 1.280 4.463
C 0.362 1.317 3.070
N -0.584 0.706 2.365
C -1.586 0.101 2.995
C -1.676 0.040 4.390
H 0.265 1.246 8.303
H 1.208 1.341 6.924
H 1.277 1.718 4.940
H 1.146 1.855 2.546
H -2.365 -0.382 2.407
H -2.512 -0.512 4.820

52
Properties=species:S:1:pos:R:3 method="wB97M-V/def2-TZVPD" charge=0 relative_energy_kcal_mol=88.46 homo_energy_ha=-0.3163 smiles="COC(=O)OCCCS.c1ccncc1.c1ccncc1.c1ccncc1" homo_lumo_gap_ev=9.3
C 3.640 -2.816 3.224
O 3.062 -1.807 4.054
C 1.743 -1.986 4.257
O 1.316 -2.362 5.266
O 1.052 -1.606 3.208
C -0.312 -1.256 3.490
C -1.332 -2.224 2.929
C -1.419 -3.588 3.587
S -0.124 -4.784 3.115
H 4.041 -3.630 3.813
H 4.450 -2.387 2.662
H 2.907 -3.181 2.522
H -0.481 -1.044 4.532
H -0.493 -0.338 2.955
H -1.200 -2.309 1.862
H -2.289 -1.744 3.093
H -2.326 -4.046 3.233
H -1.490 -3.530 4.660
H 0.713 -4.050 2.375
C -2.092 2.976 -1.066
C -0.781 2.804 -0.654
C -0.479 1.696 0.124
N -1.378 0.788 0.502
C -2.633 0.973 0.098
C -3.041 2.042 -0.686
H -2.368 3.827 -1.676
H -0.010 3.511 -0.931
H 0.535 1.518 0.467
H -3.342 0.218 0.422
H -4.075 2.138 -0.988
C -2.855 -2.290 -3.807
C -2.805 -3.674 -3.795
C -2.342 -4.305 -2.649
N -1.940 -3.657 -1.559
C -1.994 -2.327 -1.589
C -2.442 -1.598 -2.681
H -3.211 -1.759 -4.681
H -3.117 -4.254 -4.653
H -2.289 -5.387 -2.595
H -1.658 -1.824 -0.687
H -2.465 -0.517 -2.647
C 4.348 5.424 -2.936
C 3.337 6.041 -3.654
C 2.025 5.809 -3.272
N 1.676 5.024 -2.255
C 2.664 4.438 -1.577
C 4.007 4.605 -1.874
H 5.386 5.580 -3.202
H 3.559 6.688 -4.491
H 1.203 6.275 -3.804
H 2.354 3.801 -0.755
H 4.765 4.104 -1.287

54
Properties=species:S:1:pos:R:3 method="wB97M-V/def2-TZVPD" charge=0 relative_energy_kcal_mol=15.94 homo_energy_ha=-0.2947 smiles="COc1ccc(N(CC(=O)NC(C)C)S(=O)(=O)c2ccc(NC(C)=O)cc2)cc1" homo_lumo_gap_ev=8.4
C -0.884 4.761 -2.877
O -1.722 4.170 -1.914
C -1.737 2.809 -1.817
C -2.591 2.274 -0.851
C -2.673 0.912 -0.659
C -1.888 0.044 -1.418
N -1.941 -1.330 -1.155
C -1.592 -2.305 -2.164
C -0.080 -2.538 -2.350
O 0.493 -2.246 -3.382
N 0.512 -3.082 -1.279
C 1.895 -3.522 -1.262
C 2.658 -2.825 -0.138
C 1.937 -5.040 -1.097
S -2.176 -1.810 0.429
O -3.546 -1.675 0.825
O -1.608 -3.131 0.544
C -1.184 -0.644 1.354
C -1.723 -0.025 2.465
C -0.965 0.890 3.166
C 0.337 1.190 2.755
N 1.047 2.135 3.490
C 2.322 2.605 3.291
C 2.703 3.655 4.311
O 3.056 2.230 2.411
C 0.871 0.547 1.638
C 0.105 -0.368 0.942
C -1.054 0.574 -2.396
C -0.985 1.942 -2.599
H 0.169 4.522 -2.695
H -1.156 4.453 -3.892
H -1.032 5.835 -2.776
H -3.192 2.950 -0.265
H -3.360 0.508 0.065
H -2.054 -3.248 -1.863
H -2.011 -1.988 -3.123
H -0.071 -3.328 -0.483
H 2.318 -3.240 -2.232
H 3.675 -3.204 -0.090
H 2.700 -1.752 -0.307
H 2.171 -3.011 0.818
H 1.481 -5.325 -0.152
H 2.965 -5.392 -1.111
H 1.394 -5.522 -1.906
H -2.734 -0.263 2.757
H -1.381 1.383 4.033
H 0.536 2.533 4.266
H 2.028 4.506 4.244
H 3.718 3.989 4.117
H 2.649 3.242 5.317
H 1.875 0.776 1.323
H 0.502 -0.861 0.070
H -0.451 -0.074 -3.011
H -0.327 2.313 -3.369

56
Properties=species:S:1:pos:R:3 method="wB97M-V/def2-TZVPD" charge=+2 relative_energy_kcal_mol=38.09 homo_energy_ha="-0.5239 / -0.5213" homo_lumo_gap_ev="4.4 / 4.5"
Pd -0.059 0.059 0.139
C 2.557 2.878 3.984
N 1.112 2.761 3.838
C 0.164 3.469 4.540
C -1.044 3.052 4.122
N -0.836 2.062 3.166
C 0.504 1.907 2.995
S 1.384 0.893 1.959
C -1.906 1.329 2.595
C -3.068 1.181 3.341
C -4.175 0.594 2.757
C -4.101 0.180 1.436
C -2.896 0.318 0.780
N -1.809 0.865 1.348
H 2.777 3.638 4.727
H 3.009 3.162 3.035
H 2.976 1.926 4.306
H 0.420 4.217 5.270
H -2.020 3.414 4.389
H -3.103 1.507 4.371
H -5.085 0.471 3.328
H -4.948 -0.256 0.928
H -2.782 -0.010 -0.244
S -0.982 -1.812 -1.355
C -0.586 -2.921 -0.120
S -0.567 -2.156 1.416
C -0.297 -4.242 -0.341
C -0.047 -5.110 0.754
N 0.129 -5.789 1.666
C -0.200 -4.741 -1.669
N -0.068 -5.117 -2.748
C 2.843 -1.862 0.254
C 2.976 -0.730 -0.741
O 1.705 -0.441 -1.356
C 1.849 0.326 -2.568
C 0.545 0.420 -3.330
H 3.772 -1.963 0.815
H 2.647 -2.806 -0.253
H 2.043 -1.665 0.967
H 3.672 -1.022 -1.528
H 3.361 0.176 -0.258
H 2.596 -0.175 -3.186
H 2.236 1.321 -2.319
H 0.246 -0.562 -3.692
H 0.681 1.064 -4.198
H -0.252 0.835 -2.711
C 1.668 3.443 -0.844
C 0.264 3.127 -1.247
C -0.376 4.028 -2.253
O -0.367 2.176 -0.792
H 1.655 4.370 -0.263
H 2.274 3.653 -1.727
H 2.107 2.643 -0.254
H 0.191 4.939 -2.421
H -1.400 4.261 -1.961
H -0.444 3.473 -3.194

55
Properties=species:S:1:pos:R:3 method="wB97M-V/def2-TZVPD" charge=+2 multiplicity=3 relative_energy_kcal_mol=0.00 homo_energy_ha="-0.5077 / -0.5139" s2=2.008 homo_lumo_gap_ev="7.1 / 6.0"
Au -0.392 -0.881 1.094
Br 4.833 -0.466 -4.187
C 3.830 -0.669 -2.600
C 3.903 0.310 -1.591
C 3.176 0.035 -0.407
C 2.337 -1.061 -0.354
C 2.272 -2.015 -1.383
C 2.958 -1.749 -2.546
N 1.680 -1.383 0.894
C 2.114 -2.300 1.643
C 1.260 -2.659 2.803
C 1.734 -3.466 3.824
C 0.890 -3.693 4.906
C -0.354 -3.045 5.034
C -0.793 -2.316 3.909
N 0.022 -2.124 2.817
H 4.610 1.100 -1.692
H 3.282 0.664 0.447
H 1.593 -2.847 -1.329
H 2.821 -2.432 -3.382
H 3.054 -2.797 1.513
H 2.715 -3.943 3.679
H 1.203 -4.276 5.767
H -0.980 -3.262 5.843
H -1.801 -1.926 3.839
C -4.136 0.833 -0.730
Si -3.209 -0.700 -0.277
C -5.272 -1.643 0.188
C -2.787 -1.745 -1.728
O -2.424 -0.703 1.133
H -4.826 0.722 -1.571
H -3.364 1.570 -1.086
H -4.682 1.466 -0.005
H -5.619 -1.703 -0.836
H -5.505 -0.793 0.878
H -4.654 -2.428 0.595
H -2.155 -2.595 -1.519
H -2.413 -1.006 -2.408
H -3.782 -2.047 -2.041
N -0.310 0.641 -0.600
C 0.199 1.680 -0.616
N 0.835 2.822 -0.437
C 1.898 3.168 -1.422
C 1.230 4.000 -2.545
O 0.644 5.119 -1.931
C -0.508 4.805 -1.168
C -0.046 3.972 0.017
H 2.317 2.217 -1.720
H 2.705 3.771 -0.928
H 0.498 3.411 -3.149
H 1.953 4.345 -3.243
H -1.237 4.225 -1.746
H -0.965 5.735 -0.863
H -0.945 3.594 0.547
H 0.591 4.472 0.670

56
Properties=species:S:1:pos:R:3 method="wB97M-V/def2-TZVPD" charge=+4 relative_energy_kcal_mol=55.40 homo_energy_ha="-0.7549 / -0.7630" homo_lumo_gap_ev="4.4 / 5.4"
I 1.763 -4.112 -0.282
I 1.825 3.923 -0.251
Lu 0.620 1.350 0.173
Bi 0.069 -1.675 -0.040
S 1.642 0.054 -1.853
C -1.733 -1.929 -1.554
C -1.443 -2.016 1.540
C 0.723 -0.010 -3.504
C 1.552 1.113 -4.131
C -0.782 0.261 -3.638
C 1.092 -1.409 -3.998
C -1.213 1.982 1.436
C -1.624 2.087 -1.105
O -2.118 -2.504 2.324
O -2.524 -2.485 -2.158
O -1.897 2.269 2.302
O -2.457 2.649 -1.732
H 1.305 1.207 -5.194
H 2.625 0.880 -3.991
H 1.351 2.066 -3.605
H -1.159 -0.349 -4.481
H -0.966 1.319 -3.886
H -1.400 -0.007 -2.773
H 0.863 -1.473 -5.073
H 0.544 -2.200 -3.457
H 2.169 -1.582 -3.831
C -0.989 3.633 4.200
C 0.319 2.901 3.762
C 1.470 3.733 4.389
C 0.313 1.422 4.233
C 0.103 1.264 5.562
C -0.030 0.025 6.150
C 0.073 -1.167 5.471
C 0.285 -1.186 4.122
C 0.408 -2.686 3.644
C 1.716 -3.351 4.132
C -0.720 -3.585 4.221
C 0.468 0.168 3.490
O 0.761 0.326 2.166
H -0.962 3.691 5.309
H -2.027 3.321 3.914
H -0.840 4.691 3.941
H 0.488 3.018 2.656
H 1.417 3.985 5.444
H 2.437 3.283 4.235
H 1.555 4.668 3.860
H 0.034 2.225 6.032
H -0.220 0.013 7.184
H 0.043 -2.143 5.938
H 0.422 -2.801 2.528
H 1.756 -3.466 5.216
H 1.814 -4.335 3.680
H 2.569 -2.766 3.806
H -1.704 -3.131 4.241
H -0.761 -4.532 3.680
H -0.463 -3.887 5.255